A molecular structure, C47H40N5O3PSn, computed with ωB97M-V/def2-TZVPD.

Results
- Highest occupied orbital energy: -0.32 eV
- Net charge: -2
- Orbital gap: 0.17291 hartree

```
97
C47H40N5O3PSn, DFT ωB97M-V/def2-TZVPD
Sn 1.825 0.040 -0.205
O 3.698 0.377 -4.494
C 2.957 0.471 -3.486
N 3.305 0.534 -2.214
C 4.719 0.366 -1.944
C 4.904 -0.976 -1.280
C 5.607 -2.008 -1.892
C 5.679 -3.241 -1.267
C 5.042 -3.420 -0.049
C 4.347 -2.349 0.487
N 4.283 -1.157 -0.109
C 1.454 0.465 -3.736
C 1.000 0.564 -5.047
C -0.361 0.504 -5.300
C -1.232 0.314 -4.237
C -0.696 0.214 -2.964
N 0.610 0.303 -2.714
H 5.314 0.405 -2.857
H 5.047 1.157 -1.261
H 6.069 -1.837 -2.856
H 6.216 -4.060 -1.731
H 5.059 -4.373 0.463
H 3.799 -2.435 1.419
H 1.738 0.678 -5.828
H -0.735 0.595 -6.313
H -2.301 0.241 -4.383
H -1.342 0.050 -2.107
O 2.323 -0.304 2.170
C 1.983 -1.022 3.171
C 2.577 -0.807 4.453
C 2.196 -1.513 5.570
C 1.202 -2.499 5.490
C 0.642 -2.761 4.255
C 1.009 -2.070 3.094
C 0.450 -2.532 1.836
N 0.603 -1.998 0.687
N 0.026 -2.695 -0.357
C 0.761 -2.565 -1.431
O 1.872 -1.937 -1.514
C 0.225 -3.197 -2.683
C -0.849 -4.085 -2.663
C -1.324 -4.637 -3.843
C -0.733 -4.306 -5.059
C 0.340 -3.425 -5.082
C 0.821 -2.878 -3.900
H 3.337 -0.036 4.512
H 2.667 -1.306 6.525
H 0.885 -3.042 6.371
H -0.116 -3.536 4.168
H -0.107 -3.473 1.878
H -1.298 -4.317 -1.705
H -2.158 -5.330 -3.823
H -1.108 -4.733 -5.982
H 0.806 -3.161 -6.025
H 1.660 -2.192 -3.899
C -4.381 1.768 2.424
C -3.270 1.361 3.361
C -3.598 1.064 4.685
C -2.629 0.761 5.631
C -1.292 0.763 5.262
C -0.954 1.043 3.948
C -1.920 1.325 2.975
P -1.166 1.686 1.326
C -2.503 1.084 0.190
C -2.623 -0.312 0.237
C -3.463 -1.009 -0.615
C -4.207 -0.306 -1.552
C -4.092 1.076 -1.617
C -3.249 1.794 -0.766
C -3.179 3.291 -0.902
C -1.050 3.488 1.355
C -1.586 4.260 2.387
C -1.265 5.598 2.560
C -0.298 6.163 1.701
C 0.259 5.444 0.682
C -0.129 4.082 0.389
C 0.325 3.421 -0.730
H -5.257 2.083 2.995
H -4.680 0.944 1.770
H -4.065 2.593 1.784
H -4.642 1.101 4.983
H -2.919 0.543 6.654
H -0.516 0.532 5.982
H 0.088 1.052 3.647
H -2.009 -0.860 0.948
H -3.506 -2.091 -0.569
H -4.859 -0.830 -2.244
H -4.672 1.623 -2.355
H -3.880 3.637 -1.664
H -2.169 3.611 -1.179
H -3.408 3.789 0.042
H -2.262 3.795 3.096
H -1.702 6.175 3.367
H 0.019 7.189 1.868
H 1.020 5.893 0.050
H 1.037 3.871 -1.414
H -0.044 2.440 -1.001
```